(1)
Density functional theory data (ωB97M-V/def2-TZVPD) for C20H28BCl3N6O2OsTe as an isolated structure in a non-equilibrium geometry.

Geometry as XYZ:
```
62
Properties=species:S:1:pos:R:3
Os 2.28 11.05 13.32
B 0.94 14.27 14.05
N 2.22 13.72 14.76
C 3.08 14.49 15.48
C 4.04 13.70 16.05
C 3.85 12.42 15.56
N 2.70 12.43 14.72
N 0.05 13.03 13.70
C -1.27 13.11 13.58
C -1.77 11.99 12.92
C -0.65 11.19 12.63
N 0.45 11.78 13.17
H 0.28 15.01 14.82
H 1.27 15.00 13.14
H 2.87 15.57 15.47
H 4.74 14.01 16.88
H 4.51 11.62 15.57
H -1.87 13.93 13.95
H -2.80 11.68 12.70
H -0.56 10.22 12.17
N 2.16 9.59 15.05
C 1.22 8.51 14.89
C 1.52 7.46 13.83
C 2.63 7.94 11.78
C 3.40 9.16 11.36
N 2.56 10.42 11.58
H 3.16 9.29 15.12
H 1.86 10.13 15.92
H 0.19 8.84 14.82
H 1.19 7.95 15.84
H 0.66 7.38 13.09
H 0.82 5.77 15.11
H 1.65 7.93 11.26
H 3.14 7.06 11.36
H 3.68 9.07 10.30
H 4.23 9.14 12.07
H 1.40 4.28 13.36
H 2.29 10.89 10.69
Cl 4.31 4.85 14.34
C 2.94 5.63 15.17
Cl 3.58 6.92 16.20
Cl 2.27 4.33 16.38
C 1.65 6.02 14.38
O 1.50 5.28 13.14
O 2.71 7.86 13.20
C -2.42 17.41 17.66
Te -1.26 15.89 16.64
C -0.34 15.83 18.62
C -0.73 17.04 19.43
C -0.17 17.34 20.67
C -0.46 18.54 21.35
C -1.38 19.44 20.77
C -1.97 19.13 19.57
C -1.72 17.89 18.92
H -3.41 17.00 17.89
H -2.58 18.22 16.93
H 0.75 15.95 18.49
H -0.53 14.85 19.01
H 0.56 16.62 21.12
H 0.06 18.84 22.29
H -1.71 20.32 21.32
H -2.71 19.68 19.02
```

total charge	+2
multiplicity	5
E_HOMO (alpha / beta)	-12.9 / -14.0	eV
maximum force	4.195	eV/Å
frontier orbital gap (alpha / beta)	6.8 / 5.2	eV
relative energy (zero: lowest compared OMol25 entry of this formula, charge and spin)	76.5	kcal/mol

(2)
Density functional theory data (ωB97M-V/def2-TZVPD) for a 3-piece molecular cluster, C20H28BClN2O2 overall in a non-equilibrium geometry.

Geometry as XYZ:
```
54
Properties=species:S:1:pos:R:3
N -3.09 -1.63 -3.11
C -1.69 -1.37 -3.70
C -0.93 -0.37 -2.63
C 0.66 -0.67 -2.42
B 0.99 -0.28 -0.82
C 1.47 1.26 -0.40
C 0.28 2.38 -0.53
C 0.93 3.72 -1.25
N 1.02 3.77 -2.78
O 1.44 4.75 -0.52
C 0.80 -1.52 0.28
C -0.75 -1.70 0.80
O -1.29 -2.94 0.93
Cl -1.82 -0.25 1.24
H -3.01 -2.32 -2.32
H -3.43 -0.74 -2.65
H -1.17 -2.40 -3.87
H -1.81 -0.75 -4.71
H -1.04 0.75 -3.03
H -1.52 -0.41 -1.60
H 1.00 -1.78 -2.62
H 1.36 0.05 -3.05
H 2.37 1.63 -1.09
H 1.80 1.19 0.74
H -0.67 1.96 -1.08
H 0.00 2.70 0.58
H 0.13 3.28 -3.09
H 1.86 3.16 -3.02
H 1.12 -2.50 -0.32
H 1.50 -1.42 1.22
C 2.96 -4.72 2.33
C 4.31 -5.05 2.21
C 4.80 -5.51 0.99
C 3.95 -5.66 -0.10
C 2.60 -5.34 0.02
C 2.10 -4.87 1.24
H 2.57 -4.35 3.28
H 4.98 -4.94 3.06
H 5.86 -5.77 0.89
H 4.33 -6.02 -1.05
H 1.93 -5.46 -0.82
H 1.05 -4.62 1.34
C -3.03 3.22 2.26
C -3.51 4.15 1.33
C -3.64 5.49 1.69
C -3.29 5.91 2.98
C -2.82 4.98 3.91
C -2.69 3.64 3.55
H -2.92 2.18 1.98
H -3.78 3.82 0.33
H -4.01 6.21 0.97
H -3.39 6.95 3.26
H -2.56 5.30 4.91
H -2.32 2.92 4.27
```

multiplicity	1
E_HOMO	-9.4	eV
maximum force	9.307	eV/Å
frontier orbital gap	8.9	eV
SMILES string	NCCCB(CCC(N)=O)CC(=O)Cl.c1ccccc1.c1ccccc1

(3)
Density functional theory data (ωB97M-V/def2-TZVPD) for C20H28Br36O16S4 as an isolated structure in a non-equilibrium geometry.

Geometry as XYZ:
```
104
Properties=species:S:1:pos:R:3
C 3.10 3.36 5.28
Br 4.09 2.26 4.05
Br 1.62 4.26 4.44
Br 4.19 4.48 6.44
H 2.70 2.68 6.02
C -2.51 2.75 1.80
Br -3.62 3.64 0.58
Br -3.30 1.10 2.53
Br -1.60 3.82 3.20
H -1.67 2.42 1.23
C -5.05 0.57 -1.71
Br -6.30 0.88 -0.29
Br -5.87 0.83 -3.47
Br -4.13 -1.05 -1.51
H -4.31 1.37 -1.51
C 5.03 3.92 0.65
Br 4.77 4.43 -1.28
Br 5.58 5.44 1.68
Br 6.13 2.30 0.89
H 4.04 3.65 1.03
C 3.37 0.49 -2.52
Br 3.63 -1.24 -1.69
Br 5.02 1.15 -3.32
Br 2.43 1.78 -1.51
H 2.77 0.35 -3.38
C -4.40 -3.72 1.80
Br -4.67 -5.53 2.25
Br -6.01 -2.74 1.44
Br -2.87 -3.38 0.50
H -4.09 -3.30 2.71
C 0.78 -5.08 4.97
Br 2.20 -4.48 3.78
Br 1.11 -6.89 5.53
Br -0.96 -4.71 4.27
H 0.79 -4.40 5.87
C 0.07 -6.17 -0.69
Br 0.88 -4.48 -0.84
Br -1.43 -6.43 -1.84
Br -0.19 -6.80 1.14
H 0.66 -6.95 -1.11
C 3.85 -2.28 6.73
Br 3.47 -4.06 7.40
Br 5.00 -1.30 7.88
Br 2.20 -1.35 6.28
H 4.29 -2.45 5.78
C 0.65 -0.37 1.21
Br 0.91 1.26 2.42
Br -0.64 -0.08 -0.19
Br 0.50 -2.07 2.20
H 1.57 -0.42 0.68
C -0.81 0.89 8.53
Br -2.05 -0.57 8.42
Br -0.43 1.85 6.91
Br 0.82 0.49 9.62
H -1.43 1.61 9.05
C 5.76 -1.05 2.76
Br 3.91 -1.58 2.80
Br 6.72 -1.65 1.22
Br 6.71 -1.64 4.34
H 5.72 0.02 2.70
C -4.85 -3.41 -5.70
C -5.59 -4.76 -5.83
O -5.45 -5.44 -4.55
S -4.84 -4.43 -3.49
O -3.95 -5.16 -2.64
O -5.84 -3.60 -2.96
O -4.02 -3.52 -4.56
H -5.60 -2.60 -5.56
H -4.22 -3.09 -6.55
H -5.13 -5.46 -6.50
H -6.66 -4.66 -6.03
C 0.66 -1.81 -3.48
C -0.72 -2.17 -4.00
O -0.84 -1.46 -5.26
S 0.58 -1.70 -5.89
O 0.84 -0.48 -6.61
O 0.65 -3.02 -6.43
O 1.53 -1.67 -4.64
H 1.14 -2.60 -2.90
H 0.60 -0.88 -2.93
H -1.55 -1.72 -3.36
H -0.91 -3.20 -4.20
C 2.52 7.63 0.97
C 2.25 7.50 -0.57
O 1.20 6.46 -0.63
S 1.18 5.63 0.69
O 1.53 4.28 0.30
O 0.00 5.81 1.41
O 2.37 6.30 1.50
H 1.75 8.21 1.43
H 3.48 7.95 1.06
H 3.17 7.19 -1.11
H 1.85 8.44 -1.10
C -2.11 1.96 -4.82
C -0.54 2.05 -4.69
O -0.27 2.53 -3.31
S -1.67 2.89 -2.61
O -1.59 4.22 -2.19
O -2.04 1.79 -1.85
O -2.64 2.87 -3.90
H -2.55 0.97 -4.55
H -2.29 2.25 -5.84
H -0.17 2.85 -5.36
H 0.04 1.16 -4.91
```

multiplicity	1
E_HOMO	-9.8	eV
maximum force	3.788	eV/Å
frontier orbital gap	9.3	eV

(4)
Density functional theory data (ωB97M-V/def2-TZVPD) for C20H28CdNO2S as an isolated structure in a non-equilibrium geometry.

Geometry as XYZ:
```
53
Properties=species:S:1:pos:R:3
O -0.80 0.16 -5.45
C -0.94 1.46 -6.20
C -0.38 0.91 -7.49
H -0.29 2.23 -5.74
H -2.00 1.76 -6.22
C -0.41 -0.46 -6.77
H 0.62 1.29 -7.73
H -1.04 0.98 -8.36
C 0.93 -1.16 -6.66
H 1.76 -0.45 -6.61
H 1.11 -1.80 -7.54
H 0.91 -1.80 -5.75
C -1.55 -1.38 -7.23
H -2.50 -0.83 -7.34
H -1.68 -2.15 -6.45
H -1.30 -1.86 -8.20
Cd -1.67 -0.49 -3.68
C -2.77 -1.00 0.40
C -2.67 0.42 0.28
C -2.92 0.75 -1.06
H -2.41 1.11 1.08
C -3.18 -0.46 -1.82
C -3.08 -1.53 -0.86
H -3.17 -2.59 -1.11
H -2.53 -1.56 1.30
H -2.90 1.75 -1.47
H -3.76 -0.53 -2.76
C 0.73 -2.37 1.03
C -0.15 -3.07 0.14
C 0.20 -2.73 -1.19
H -0.95 -3.74 0.45
C 1.31 -1.83 -1.15
C 1.64 -1.61 0.23
H 2.41 -0.95 0.61
H 0.72 -2.42 2.11
H -0.29 -3.11 -2.10
H 1.80 -1.37 -2.01
O 2.68 1.59 -5.82
C 3.04 0.87 -4.60
C 2.06 1.35 -3.52
H 4.08 1.12 -4.31
H 3.00 -0.21 -4.80
C 1.68 2.79 -3.97
H 2.44 1.34 -2.49
H 1.15 0.70 -3.50
C 2.27 2.91 -5.39
H 2.09 3.52 -3.25
H 0.59 2.87 -4.00
H 3.18 3.56 -5.38
H 1.57 3.33 -6.14
S 0.02 2.17 -1.03
C 0.51 1.49 0.37
N 0.84 1.02 1.42
```

total charge	-1
multiplicity	1
E_HOMO (alpha / beta)	-2.4 / -2.3	eV
maximum force	4.850	eV/Å
frontier orbital gap (alpha / beta)	3.4 / 3.2	eV
relative energy (zero: lowest compared OMol25 entry of this formula, charge and spin)	99.3	kcal/mol